Entry from the Open Molecules 2025 dataset: a molecular structure, C45H55N4O3Sn in a non-equilibrium geometry (the ωB97M-V functional and the def2-TZVPD basis).

Properties
- E_HOMO (alpha / beta): -9.966 / -9.975 eV
- Kohn-Sham gap (alpha / beta): 4.7546 / 4.9350 eV
- LUMO level (alpha / beta): -5.21 / -5.04 eV

Geometry as ORCA input:
```
! RIJCOSX wB97M-V def2-TZVPD def2/J DEFGRID3
* xyz 1 1
Sn -0.0237 0.0433 -1.1370
C -4.2228 2.9414 0.0017
C -3.3284 2.6456 1.2136
C -4.0799 2.8894 2.5252
C -2.0630 3.4819 1.1169
C -2.1884 4.8624 1.1396
C -1.1096 5.6869 0.8732
C 0.1090 5.1401 0.4999
C 0.2975 3.7711 0.4555
C 1.6136 3.1987 -0.0277
C 1.5979 3.1485 -1.5657
C 2.8288 4.0009 0.4397
C -0.7759 2.9331 0.8517
N -0.5427 1.5691 0.9203
C -1.0286 0.8532 1.8952
C -1.1337 -0.5459 1.8472
C -1.7678 -1.3655 2.8379
C -1.7773 -2.6249 2.3310
C -1.1375 -2.5578 1.0320
N -0.7641 -1.3156 0.7609
C -0.9686 -3.7103 0.0926
C -2.3449 -3.9905 -0.5462
C 0.0392 -3.3925 -1.0146
C -0.5180 -4.9646 0.8587
H -5.0973 2.2896 0.0156
H -3.6768 2.7602 -0.9259
H -4.5647 3.9768 0.0089
H -3.0799 1.5885 1.1616
H -4.3993 3.9278 2.6095
H -3.4504 2.6587 3.3872
H -4.9683 2.2584 2.5708
H -3.1496 5.3100 1.3567
H -1.2227 6.7617 0.9269
H 0.9263 5.8007 0.2454
H 1.7063 2.1769 0.3525
H 1.6699 4.1584 -1.9734
H 0.6770 2.7063 -1.9506
H 2.4499 2.5695 -1.9298
H 2.8665 4.9814 -0.0357
H 3.7447 3.4762 0.1648
H 2.8209 4.1481 1.5198
H -1.3833 1.3424 2.8038
H -2.1864 -1.0169 3.7692
H -2.1896 -3.5092 2.7884
H -2.6793 -3.1240 -1.1181
H -3.0953 -4.2191 0.2126
H -2.2590 -4.8526 -1.2095
H -0.3593 -2.6190 -1.6749
H 0.2260 -4.2860 -1.6103
H 0.9914 -3.0498 -0.6002
H -1.2426 -5.2521 1.6209
H 0.4489 -4.8092 1.3376
H -0.4278 -5.7955 0.1595
C 3.1005 -3.9119 2.9485
C 1.9023 -3.0098 2.6287
C 1.9757 -1.7038 3.3713
C 1.5588 -1.6433 4.6930
C 1.6552 -0.4734 5.4281
C 2.2028 0.6619 4.8463
C 2.6016 0.6604 3.5228
C 3.2814 1.8456 2.9041
C 4.8097 1.7328 2.9964
C 2.4614 -0.5239 2.7618
N 2.7139 -0.4588 1.4145
C 3.5177 -1.1513 0.7021
C 3.5478 -1.1067 -0.7171
C 4.6315 -1.5357 -1.5565
C 4.2461 -1.2553 -2.8329
C 2.9262 -0.6949 -2.7284
N 2.5204 -0.6037 -1.4708
H 3.0766 -4.8193 2.3420
H 3.0904 -4.2059 3.9980
H 4.0434 -3.3989 2.7553
H 0.9842 -3.5237 2.9217
H 1.8535 -2.8323 1.5541
H 1.1618 -2.5368 5.1616
H 1.3143 -0.4444 6.4545
H 2.3231 1.5618 5.4376
H 2.9584 2.7580 3.4070
H 2.9990 1.9018 1.8520
H 5.1210 1.5861 4.0305
H 5.2803 2.6425 2.6225
H 5.1745 0.8945 2.4003
H 4.2634 -1.8081 1.1691
H 5.5662 -1.9543 -1.2175
H 4.8042 -1.4128 -3.7412
H 2.2916 -0.3566 -3.5390
C -2.9359 -4.3800 -5.5778
O -3.0837 -3.1103 -6.1887
C -2.7993 -2.0186 -5.4557
C -2.8840 -0.7846 -6.1338
C -2.5813 0.3723 -5.4722
C -2.1611 0.3840 -4.1282
C -1.7777 1.6069 -3.4497
C -2.2633 2.9371 -3.9717
O -1.0463 1.6268 -2.4425
C -2.0889 -0.8601 -3.4327
O -1.7492 -0.9228 -2.1857
C -2.4292 -2.0441 -4.1272
H -3.0796 -5.1131 -6.3660
H -3.6871 -4.5330 -4.7990
H -1.9361 -4.4969 -5.1528
H -3.1823 -0.7846 -7.1731
H -2.6237 1.3002 -6.0279
H -3.1249 2.8541 -4.6266
H -1.4452 3.4202 -4.5112
H -2.5045 3.5741 -3.1218
H -2.3827 -2.9634 -3.5607
*
```

These are the Mulliken partial charges, in e, on atoms 1 to 99:
1 Sn 1.536
2 C -1.448
3 C 1.013
4 C -1.717
5 C 0.823
6 C -0.380
7 C -1.716
8 C -0.372
9 C 0.231
10 C 3.530
11 C -1.132
12 C -1.869
13 C 0.099
14 N 0.502
15 C -0.713
16 C 0.762
17 C -1.909
18 C -1.297
19 C -0.814
20 N 1.575
21 C 3.097
22 C -1.850
23 C -1.217
24 C -1.747
25 H 0.457
26 H 0.188
27 H 0.370
28 H -0.100
29 H 0.337
30 H 0.350
31 H 0.453
32 H 0.390
33 H 0.403
34 H 0.401
35 H -1.937
36 H 0.456
37 H -0.280
38 H 0.388
39 H 0.543
40 H 0.392
41 H 0.498
42 H 0.432
43 H 0.626
44 H 0.575
45 H 0.225
46 H 0.400
47 H 0.503
48 H -0.196
49 H 0.565
50 H -0.101
51 H 0.366
52 H 0.188
53 H 0.512
54 C -1.700
55 C 0.409
56 C 0.362
57 C -0.660
58 C -1.200
59 C -0.692
60 C 0.535
61 C 0.873
62 C -1.442
63 C 0.039
64 N 0.822
65 C -0.295
66 C -0.234
67 C -0.975
68 C -1.060
69 C -0.536
70 N 0.978
71 H 0.437
72 H 0.398
73 H 0.338
74 H 0.606
75 H -0.675
76 H 0.513
77 H 0.445
78 H 0.504
79 H 0.752
80 H -1.396
81 H 0.324
82 H 0.436
83 H 0.287
84 H 0.238
85 H 0.572
86 H 0.491
87 H 0.636
88 C -0.752
89 O -0.464
90 C 0.868
91 C -0.933
92 C -0.850
93 C 0.212
94 C 0.775
95 C -1.621
96 O -0.820
97 C -0.160
98 O -0.691
99 C -0.217

---

Entry from the Open Molecules 2025 dataset: a molecular structure, C3H5O3S2 in a non-equilibrium geometry (the ωB97M-V functional and the def2-TZVPD basis).

Properties
- E_HOMO: -3.451 eV
- Relative energy (zero: lowest compared OMol25 entry of this formula, charge and spin): 2.6109 eV
- Kohn-Sham gap: 7.0574 eV
- LUMO level: 3.61 eV

Geometry as ORCA input:
```
! RIJCOSX wB97M-V def2-TZVPD def2/J DEFGRID3
* xyz -1 1
C 1.0355 -0.2719 1.4513
C -1.6151 -0.3632 -0.4779
C -0.1258 -0.4468 -0.4934
O 1.7570 0.6739 0.7373
O 1.7702 0.9645 -1.7378
O 0.1039 2.1904 -0.4307
S 1.7517 -1.6005 2.0991
S 0.8461 0.9696 -0.6305
H 0.1578 0.1520 1.9392
H -2.0615 -1.1310 -1.1147
H -2.0055 -0.5139 0.5351
H -1.9419 0.6200 -0.8172
H 0.3275 -1.2431 -1.0598
*
```

Formally, the Mulliken partial charges of the atoms, in units of the elementary charge, are as follows:
1 C -0.058
2 C -0.965
3 C -0.506
4 O -0.300
5 O -0.657
6 O -0.657
7 S -0.409
8 S 1.059
9 H 0.257
10 H 0.280
11 H 0.215
12 H 0.301
13 H 0.440

---

Entry from the Open Molecules 2025 dataset: a gas-phase ion, C3H7N2O (charge +1) in a non-equilibrium geometry (the ωB97M-V functional and the def2-TZVPD basis).

Properties
- E_HOMO (alpha / beta): -15.421 / -15.523 eV
- Relative energy (zero: lowest compared OMol25 entry of this formula, charge and spin): 5.4040 eV
- Kohn-Sham gap (alpha / beta): 8.2157 / 8.2718 eV
- LUMO level (alpha / beta): -7.21 / -7.25 eV

Geometry as ORCA input:
```
! RIJCOSX wB97M-V def2-TZVPD def2/J DEFGRID3
* xyz 1 1
C 1.4475 0.6642 -0.0509
C -0.5292 -0.4560 -0.6291
C -1.5496 -0.2718 0.4586
N 1.8499 -0.4570 0.3659
N 0.3441 0.8291 -0.7395
O 0.2798 -1.4605 -0.4003
H 2.0715 1.6628 0.2289
H -0.8358 -0.6143 -1.6722
H -1.1024 -0.1044 1.4650
H -2.2155 -1.1619 0.5537
H -2.2963 0.6028 0.3527
H 2.4832 -1.0381 0.8358
H 0.0527 1.8052 -0.7686
*
```

Formally, the Mulliken partial charges of the atoms, in units of the elementary charge, are as follows:
1 C 0.088
2 C 0.344
3 C -1.029
4 N -0.069
5 N -0.137
6 O -0.330
7 H 0.353
8 H 0.306
9 H 0.275
10 H 0.320
11 H 0.337
12 H 0.254
13 H 0.289